Entry 1:
C32H32BrN2O5ReS2Si2 as an isolated structure in a non-equilibrium geometry, computed with the ωB97M-V functional and the def2-TZVPD basis.

Last column: Mulliken spin population.
Geometry (Å):
Re1 0.945 -0.768 -0.156  1.046
S1 -1.130 -1.035 3.857  -0.001
C1 0.316 -0.151 4.135  0.001
C2 1.032 0.041 3.000  0.039
C3 0.427 -0.538 1.838  -0.023
C4 -0.760 -1.168 2.178  -0.019
C5 -1.636 -1.797 1.204  -0.015
C6 -2.728 -2.598 1.513  0.000
C7 -3.485 -3.126 0.482  0.000
C8 -3.148 -2.832 -0.830  -0.003
C9 -2.040 -2.040 -1.063  -0.013
N1 -1.294 -1.542 -0.076  0.035
H1 0.535 0.189 5.135  0.000
H2 1.964 0.590 2.965  0.008
H3 -2.965 -2.801 2.548  0.000
H4 -4.329 -3.768 0.698  0.000
H5 -3.718 -3.218 -1.662  0.000
H6 -1.734 -1.796 -2.072  0.001
C10 4.279 -1.573 1.278  0.000
Si1 3.382 -0.510 -0.033  -0.076
C11 4.258 -0.809 -1.713  0.019
C12 3.812 1.314 0.254  0.011
C13 5.122 1.740 0.486  0.001
C14 5.438 3.089 0.516  0.001
C15 4.437 4.033 0.319  0.000
C16 3.131 3.619 0.108  0.002
C17 2.799 2.263 0.070  -0.015
Si2 1.003 1.699 -0.277  -0.051
C18 0.643 2.238 -2.061  0.000
C19 -0.032 2.726 0.934  0.002
H7 5.248 -1.919 0.909  -0.001
H8 3.690 -2.449 1.558  0.000
H9 4.453 -0.990 2.185  0.001
H10 5.330 -0.956 -1.561  0.001
H11 4.126 0.076 -2.338  0.001
H12 3.876 -1.660 -2.280  -0.003
H13 5.906 1.002 0.636  0.000
H14 6.462 3.404 0.682  0.000
H15 4.679 5.089 0.333  0.000
H16 2.359 4.370 -0.034  0.000
H17 1.018 3.255 -2.198  -0.001
H18 -0.426 2.236 -2.265  0.000
H19 1.146 1.594 -2.786  0.000
H20 0.383 3.736 0.986  0.000
H21 0.002 2.300 1.937  -0.001
H22 -1.073 2.803 0.623  0.002
Br1 -1.404 -5.646 -1.554  0.000
C20 0.368 -5.401 -0.924  0.002
C21 0.872 -6.405 -0.111  0.000
C22 2.157 -6.310 0.398  0.000
C23 2.932 -5.199 0.108  0.001
C24 2.412 -4.192 -0.686  0.003
C25 1.130 -4.272 -1.224  0.008
C26 0.639 -3.148 -2.118  0.001
O1 -0.087 -3.375 -3.053  0.026
O2 1.035 -1.936 -1.778  0.023
H23 0.252 -7.261 0.118  0.000
H24 2.547 -7.101 1.025  0.000
H25 3.937 -5.108 0.498  0.000
H26 3.013 -3.323 -0.907  -0.010
N2 -2.489 1.244 -0.787  -0.001
C27 -3.552 2.151 -0.696  -0.001
C28 -4.167 2.402 0.530  0.000
C29 -5.190 3.334 0.620  0.000
C30 -5.606 4.021 -0.508  0.000
C31 -4.998 3.788 -1.729  0.000
C32 -3.972 2.856 -1.823  0.000
S2 -6.928 5.240 -0.343  0.000
O3 -7.381 5.480 -1.706  0.000
O4 -7.907 4.583 0.512  0.000
O5 -6.269 6.381 0.280  0.000
H27 -2.334 0.820 -1.685  -0.001
H28 -2.354 0.622 -0.011  0.002
H29 -3.842 1.854 1.411  0.000
H30 -5.689 3.534 1.559  0.000
H31 -5.340 4.338 -2.595  0.000
H32 -3.489 2.664 -2.777  0.000

Force components x, y, z for each atom (eV/Å):
-1.0 -0.5 0.3
0.1 -0.1 -0.4
0.0 0.1 0.1
0.2 0.0 0.0
0.3 -0.4 -0.5
0.0 0.2 0.5
-0.4 -0.3 -0.4
0.2 0.2 0.1
-0.1 0.0 -0.2
-0.1 0.0 0.2
0.0 0.2 0.0
0.2 -0.1 0.1
0.0 0.0 0.0
0.0 0.0 0.0
0.0 0.0 0.0
0.0 0.0 0.0
0.0 0.0 0.0
0.1 0.0 0.0
-0.1 0.1 -0.1
0.1 0.5 -0.3
-0.2 -0.2 0.2
0.1 -0.2 0.1
0.0 0.0 0.0
0.1 -0.1 0.0
0.0 0.0 0.0
0.0 0.1 0.0
-0.2 -0.2 0.0
0.6 0.7 -0.2
-0.1 -0.3 0.1
-0.1 -0.3 -0.1
0.0 0.0 0.0
0.0 0.0 0.0
0.0 0.0 0.0
0.0 0.0 0.0
0.0 0.0 0.0
0.0 -0.1 0.0
0.0 0.0 0.0
0.0 0.0 0.0
0.0 0.0 0.0
0.0 0.0 0.0
0.0 0.0 0.0
0.0 0.0 0.0
0.0 0.0 0.0
0.0 0.0 0.0
0.0 0.0 0.0
0.0 0.0 0.0
0.1 -0.1 0.0
-0.1 0.0 -0.1
0.0 0.0 0.0
0.0 0.0 0.0
0.0 0.0 0.0
0.0 0.0 0.0
0.0 0.3 0.0
-0.3 -0.4 0.3
0.2 0.2 -0.2
0.2 0.5 0.5
0.0 0.0 0.0
0.0 0.0 0.0
0.0 0.0 0.0
0.0 0.1 -0.1
0.2 0.1 0.0
-0.1 0.1 -0.1
0.0 0.0 0.0
0.2 -0.1 -0.1
-0.4 0.3 0.0
0.1 -0.1 0.1
0.0 0.0 0.0
0.2 -0.1 0.0
0.0 0.0 0.0
0.0 0.0 0.0
0.0 0.0 0.0
-0.1 -0.1 0.0
-0.1 -0.1 0.0
0.0 0.0 0.0
0.0 0.0 0.0
0.0 0.0 0.0
0.0 0.0 0.0

**2S+1**: 2
**Energy relative to the best compared isomer or geometry (same formula, charge and spin)**: 0.0 kJ/mol
**Charge**: -1
**E_HOMO (spin up / spin down)**: -5.00 / -5.00 eV

Entry 2:
C32H32BrN5O6P2SY as an isolated structure in a non-equilibrium geometry, computed with the ωB97M-V functional and the def2-TZVPD basis.

Last column: Mulliken charge in e.
Geometry (Å):
Y1 14.015 10.639 10.723  0.601
O1 16.293 9.207 14.213  -0.776
C1 15.496 9.414 13.262  0.288
O2 15.666 9.907 12.056  -0.470
C2 14.045 9.120 13.535  0.611
C3 13.491 8.836 14.834  -0.885
C4 12.107 8.865 14.875  -0.283
C5 11.298 9.028 13.775  -0.715
C6 11.907 9.356 12.592  0.100
N1 13.242 9.431 12.505  0.589
C7 11.151 9.591 11.353  0.867
O3 9.921 9.561 11.374  -0.653
O4 11.814 9.992 10.340  -0.822
H1 14.239 8.483 15.603  0.395
H2 11.678 8.944 15.916  0.283
H3 10.214 8.869 13.865  0.468
C8 18.031 9.507 8.605  -1.350
C9 16.530 9.369 8.899  0.057
N2 15.772 10.522 8.918  1.078
N3 16.216 11.517 8.253  -1.379
C10 15.272 12.447 7.820  0.446
N4 15.772 13.437 7.091  -0.370
S1 13.624 12.483 8.219  -0.485
C11 15.973 8.237 9.436  0.732
C12 16.716 7.081 9.574  -1.144
C13 15.987 5.944 9.851  -0.348
C14 14.660 5.967 10.184  -1.052
C15 13.990 7.172 10.090  0.315
N5 14.652 8.314 9.876  0.251
H4 18.354 8.572 8.044  0.374
H5 18.647 9.648 9.508  0.238
H6 18.150 10.389 7.891  0.358
H7 16.776 13.513 6.967  0.231
H8 15.170 14.029 6.572  0.210
H9 17.797 7.070 9.511  0.406
H10 16.484 4.978 9.781  0.382
H11 14.132 5.008 10.400  0.346
H12 12.936 7.179 10.304  0.307
C16 9.204 10.978 8.677  -0.647
P1 7.735 10.237 9.291  0.787
C17 6.879 11.264 10.593  -1.337
C18 6.757 9.554 7.926  0.090
C19 5.839 9.964 6.945  -0.689
C20 5.528 8.958 5.994  -0.364
C21 6.096 7.716 5.926  -0.462
C22 6.991 7.273 6.925  -0.604
C23 7.183 8.177 7.965  -0.038
P2 8.422 8.028 9.240  0.909
C24 7.394 7.375 10.699  -1.255
C25 9.930 7.000 8.628  -1.105
H13 9.189 12.001 9.009  0.499
H14 9.400 11.052 7.612  0.370
H15 10.063 10.572 9.239  -0.377
H16 6.260 11.984 10.079  0.392
H17 7.689 11.723 11.172  0.396
H18 6.289 10.690 11.339  0.266
H19 5.386 10.964 6.934  0.410
H20 4.888 9.327 5.156  0.242
H21 5.944 7.046 5.085  0.363
H22 7.438 6.260 6.878  0.385
H23 8.035 6.836 11.346  0.441
H24 6.488 6.761 10.490  0.286
H25 7.099 8.296 11.277  0.253
H26 10.076 7.209 7.586  0.452
H27 9.730 5.943 8.941  0.402
H28 10.765 7.401 9.218  -0.041
Br1 13.813 19.058 13.660  -0.211
C26 13.972 17.342 12.889  0.295
C27 12.725 16.702 12.706  -0.699
C28 12.801 15.418 12.218  -0.215
C29 14.025 14.748 11.979  -0.073
C30 15.219 15.389 12.332  -0.268
C31 15.164 16.683 12.765  -0.309
C32 14.079 13.310 11.465  1.132
O5 15.165 12.709 11.107  -0.661
O6 13.032 12.512 11.510  -0.724
H29 11.800 17.054 13.090  0.400
H30 11.948 14.824 11.893  0.396
H31 16.183 14.879 12.271  0.416
H32 16.107 17.228 13.059  0.293

Force components x, y, z for each atom (eV/Å):
0.7 0.5 -2.3
-1.2 0.5 -2.4
1.4 0.1 0.3
0.7 -0.7 2.4
-1.7 0.5 1.0
1.8 -0.6 -2.3
0.3 0.4 3.2
-0.8 -0.1 0.2
0.7 -1.2 0.7
-0.4 -0.7 1.3
-1.5 1.6 -1.4
-0.2 -0.7 0.7
1.2 -0.4 0.1
-1.3 1.0 -0.6
0.1 -0.8 -1.3
0.6 0.5 -0.3
-0.6 -0.5 -2.2
1.2 5.7 0.3
0.1 -3.6 -0.3
0.2 2.6 -1.7
0.0 -1.4 2.1
1.5 0.2 -0.4
-0.1 -0.5 -0.1
-2.0 -0.8 2.2
-0.5 -0.7 0.0
1.2 -1.0 0.3
-1.1 -1.4 -0.7
1.1 0.5 1.0
0.0 -0.9 -1.5
0.0 1.1 0.7
-0.4 -0.1 -0.3
0.0 -1.2 1.1
-0.4 -0.2 0.0
-0.4 0.4 -0.1
-0.2 0.0 -0.4
0.1 0.1 0.4
0.3 1.0 -0.3
-0.3 0.6 0.1
1.2 1.2 0.5
-2.1 -0.3 2.2
0.0 0.6 -0.7
-0.8 -0.5 -0.3
0.9 -1.2 1.0
-1.2 1.8 -1.5
0.7 -0.7 0.0
-1.0 0.4 0.2
1.2 -0.1 -1.3
1.6 -0.1 0.8
-0.1 0.9 -0.5
-1.6 -1.8 1.9
-0.1 0.9 0.1
-0.3 -0.5 -0.1
-0.3 -0.3 -0.6
-0.4 0.8 0.6
-0.1 0.2 -0.3
0.3 -0.1 -0.9
0.4 -0.5 -0.2
0.3 -0.7 0.7
-0.4 0.3 -0.1
-0.4 0.8 0.3
0.7 -0.8 0.7
0.6 0.5 -0.2
0.2 -0.8 -0.8
0.0 -0.2 -0.6
0.8 0.3 -0.9
-0.4 0.0 -0.2
0.4 0.4 0.0
-2.2 -0.2 0.8
2.0 -0.9 -0.1
0.4 -1.7 -1.3
0.3 -0.1 0.0
-0.2 -1.3 -0.7
1.9 1.8 0.6
0.1 -3.6 0.1
-1.1 2.4 0.6
0.5 2.8 0.5
-0.5 0.8 -0.2
-0.2 0.3 0.5
-0.5 0.0 -0.1
-1.1 -0.7 -0.4

**2S+1**: 1
**Energy relative to the best compared isomer or geometry (same formula, charge and spin)**: 582.8 kJ/mol
**Charge**: -1
**E_HOMO (spin up / spin down)**: -1.98 / -1.98 eV

Entry 3:
C32H32Cl5N11O2PbS as an isolated structure in a non-equilibrium geometry, computed with the ωB97M-V functional and the def2-TZVPD basis.

Last column: Mulliken charge in e.
Geometry (Å):
Pb1 2.164 0.051 -0.071  1.158
C1 -2.183 1.971 0.732  -1.472
C2 -1.068 1.134 0.238  0.394
N1 0.042 1.564 -0.281  1.230
N2 0.056 2.896 -0.371  -1.532
C3 1.208 3.511 -0.429  0.314
N3 1.146 4.857 -0.787  -0.503
S1 2.863 2.852 -0.222  -0.592
C4 -1.166 -0.287 0.355  0.540
C5 -2.420 -0.858 0.521  -0.635
C6 -2.557 -2.227 0.816  -0.714
C7 -1.363 -2.931 0.985  -0.588
C8 -0.181 -2.304 0.725  -0.587
N4 -0.052 -1.042 0.345  0.488
H1 -3.172 1.795 0.259  0.132
H2 -1.998 3.052 0.700  0.390
H3 -2.483 1.642 1.785  0.340
H4 0.289 5.291 -0.498  0.263
H5 1.973 5.352 -0.516  0.266
H6 -3.284 -0.252 0.464  0.448
H7 -3.514 -2.739 0.803  0.479
H8 -1.400 -4.015 1.290  0.359
H9 0.715 -2.898 0.874  0.412
Cl1 4.589 -7.350 -0.764  -0.205
C9 3.961 -5.741 -0.998  0.159
C10 4.648 -4.655 -0.499  0.073
Cl2 6.295 -4.808 0.016  -0.197
C11 4.117 -3.369 -0.700  0.430
Cl3 4.818 -2.005 0.063  -0.182
C12 2.796 -3.151 -1.266  -0.920
O1 2.315 -1.970 -1.490  -0.410
C13 2.135 -4.330 -1.762  0.451
Cl4 0.679 -4.059 -2.676  -0.139
C14 2.691 -5.538 -1.633  0.292
Cl5 1.915 -6.993 -2.251  -0.193
C15 -7.880 -0.320 -1.241  -1.308
C16 -6.504 -0.512 -1.934  0.540
C17 -5.556 0.523 -1.909  -0.727
C18 -4.288 0.271 -2.452  -0.211
C19 -3.886 -0.916 -3.036  0.482
N5 -2.562 -0.928 -3.531  0.115
C20 -1.978 -1.838 -4.429  0.241
O2 -2.500 -2.811 -4.952  -0.665
N6 -0.662 -1.445 -4.806  -0.116
C21 0.050 -0.408 -4.178  -1.219
C22 0.252 0.737 -4.888  0.109
C23 1.111 1.694 -4.367  -0.854
C24 1.684 1.537 -3.162  -0.478
N7 1.417 0.425 -2.491  0.277
C25 0.672 -0.561 -2.930  0.855
C26 -4.851 -1.917 -3.151  -0.503
C27 -6.130 -1.678 -2.616  -0.604
H10 -8.701 -0.281 -1.957  0.318
H11 -7.825 0.586 -0.636  0.336
H12 -8.083 -1.075 -0.504  0.342
H13 -5.793 1.498 -1.517  0.342
H14 -3.468 1.018 -2.196  0.099
H15 -2.116 -0.020 -3.604  0.200
H16 -0.184 -2.243 -5.077  0.389
H17 -0.239 0.849 -5.836  0.522
H18 1.225 2.576 -4.998  0.393
H19 2.419 2.262 -2.756  0.436
H20 0.515 -1.495 -2.395  0.112
H21 -4.690 -2.907 -3.615  0.421
H22 -6.841 -2.480 -2.657  0.397
C28 4.998 2.574 5.255  -1.406
C29 3.816 2.980 6.162  0.780
C30 3.520 1.832 7.153  -1.472
C31 2.577 3.537 5.389  -1.148
N8 2.000 2.588 4.370  0.527
C32 2.183 2.499 3.057  -0.336
N9 1.518 1.400 2.671  0.491
N10 1.009 0.846 3.768  -0.376
N11 1.258 1.508 4.825  -0.578
H23 5.947 2.340 5.810  0.377
H24 5.320 3.449 4.661  0.360
H25 4.768 1.762 4.581  0.311
H26 4.200 3.823 6.763  0.237
H27 3.134 0.886 6.681  0.300
H28 2.762 2.067 7.884  0.380
H29 4.418 1.672 7.716  0.435
H30 2.889 4.434 4.785  0.372
H31 1.801 3.963 6.058  0.362
H32 2.698 3.252 2.474  0.394

Force components x, y, z for each atom (eV/Å):
0.0 0.2 -0.2
-1.8 0.3 1.5
1.1 0.7 -1.1
-0.9 -0.1 1.5
1.0 1.8 -0.6
0.6 -0.4 -0.6
0.2 -1.0 0.6
-1.1 0.6 -0.2
-0.5 -1.8 0.2
0.0 -1.6 0.5
1.1 0.6 -0.7
-1.9 -1.6 0.4
1.1 -0.5 0.0
-0.6 0.3 0.6
0.7 0.0 -0.5
0.2 -0.6 0.1
0.9 0.5 -1.0
-0.3 0.2 -0.1
0.2 0.3 0.0
-0.7 0.5 -0.2
0.0 0.3 0.3
0.3 1.4 -0.4
0.3 0.2 -0.3
-0.1 0.4 -0.2
-0.9 -0.4 -0.1
0.2 0.9 -1.1
-0.3 -0.1 0.3
-2.0 -0.5 0.4
0.6 0.4 0.0
1.2 0.2 -0.5
0.5 -1.1 0.8
-0.4 2.3 -0.2
0.1 -0.3 0.3
1.5 -3.1 0.6
0.0 0.8 0.1
1.3 0.3 -0.5
-0.4 0.4 0.0
0.3 -1.3 -0.6
1.0 1.9 1.6
-0.3 0.0 -0.8
0.4 -0.9 -0.7
-0.1 0.5 -0.7
0.3 0.7 1.1
-2.9 0.4 1.0
0.6 -0.6 0.2
0.3 0.3 0.4
-1.1 1.4 -2.5
0.8 0.0 0.5
1.2 -0.6 2.3
-1.2 0.4 -1.6
-0.7 -0.6 0.0
0.5 0.2 0.6
0.0 0.1 0.1
-0.2 0.3 -0.4
0.0 -0.8 0.1
0.1 0.1 0.3
-1.1 -0.7 -0.8
-0.2 -0.1 0.5
1.3 -1.5 -0.8
0.0 0.1 -0.3
0.4 0.0 0.5
-0.7 -0.6 0.0
0.3 0.6 0.2
0.3 0.9 0.2
-0.3 -0.3 -0.1
0.8 1.2 0.1
0.1 -0.4 0.2
-0.9 -0.3 -0.8
0.7 0.7 -1.2
0.2 0.3 2.8
-1.2 -0.8 0.7
0.9 0.7 -0.7
-0.6 -0.7 0.0
1.0 1.5 -1.0
-1.2 -0.1 -0.1
-0.3 -0.3 -0.1
-0.1 -0.3 -0.1
-0.4 -0.1 -0.2
0.8 0.9 0.2
-0.4 0.5 0.2
0.6 -0.5 0.2
0.0 -0.9 0.4
0.2 -0.9 -0.3
-0.1 -0.4 -0.2

**2S+1**: 1
**Energy relative to the best compared isomer or geometry (same formula, charge and spin)**: 125.9 kJ/mol
**E_HOMO**: -7.45 eV